{
  "formula": "C37H55N6NaO10P2SSe",
  "method": "ωB97M-V/def2-TZVPD",
  "species": ["H", "O", "O", "H", "H", "H", "H", "H", "O", "C", "H", "C", "H", "H", "H", "O", "H", "H", "H", "H", "H", "C", "H", "C", "O", "H", "O", "C", "H", "C", "H", "O", "S", "C", "C", "C", "C", "H", "H", "H", "C", "H", "H", "H", "Na", "C", "H", "C", "C", "H", "N", "C", "H", "H", "C", "N", "C", "N", "H", "C", "O", "H", "C", "C", "H", "H", "H", "H", "H", "C", "Se", "C", "H", "H", "C", "C", "C", "C", "H", "C", "C", "H", "C", "C", "P", "H", "H", "H", "H", "P", "H", "H", "C", "C", "H", "C", "H", "H", "O", "N", "C", "O", "H", "H", "H", "H", "C", "C", "H", "C", "H", "N", "N"],
  "positions_angstrom": [[-17.273, -8.207, 13.945], [-12.408, -7.816, 21.173], [-18.145, -12.989, 18.975], [-9.528, -4.962, 14.885], [-9.427, -4.061, 17.815], [-11.758, -8.040, 11.566], [-16.794, -6.631, 18.443], [-13.047, -7.785, 12.741], [-20.721, -8.755, 19.426], [-16.304, -9.280, 15.553], [-13.363, -13.379, 17.860], [-14.332, -11.788, 15.538], [-13.710, -10.778, 20.775], [-13.041, -2.773, 14.510], [-13.690, -2.464, 16.164], [-19.266, -8.744, 17.285], [-10.711, -10.441, 14.785], [-16.698, -12.399, 20.945], [-14.723, -8.987, 26.129], [-10.648, -8.721, 13.302], [-12.094, -6.796, 15.239], [-15.777, -6.259, 18.433], [-10.982, -8.014, 15.709], [-11.845, -7.787, 23.924], [-19.214, -10.710, 18.959], [-13.208, -4.777, 16.036], [-18.803, -11.799, 16.772], [-16.006, -12.213, 21.842], [-14.298, -13.558, 21.491], [-17.678, -10.216, 11.927], [-16.988, -11.269, 13.567], [-16.774, -11.048, 18.146], [-12.300, -11.169, 18.464], [-14.028, -10.432, 15.364], [-14.137, -8.176, 15.047], [-14.511, -12.501, 21.658], [-13.895, -8.563, 25.542], [-12.835, -7.705, 18.442], [-13.243, -5.538, 11.868], [-15.757, -10.234, 12.888], [-12.753, -8.092, 26.159], [-13.376, -13.733, 15.483], [-14.877, -15.975, 18.519], [-12.522, -8.009, 27.226], [-15.995, -9.365, 19.404], [-13.236, -8.410, 21.859], [-13.798, -3.570, 18.074], [-16.832, -10.267, 13.225], [-12.775, -9.974, 15.067], [-12.007, -2.030, 15.790], [-14.877, -7.213, 18.441], [-10.028, -4.041, 16.879], [-15.343, -12.149, 15.842], [-11.014, -7.495, 23.297], [-12.330, -4.159, 15.904], [-12.825, -8.575, 14.965], [-15.427, -15.124, 18.148], [-11.396, -4.361, 17.085], [-16.441, -8.347, 16.164], [-12.779, -2.719, 15.591], [-18.114, -8.567, 19.491], [-18.666, -10.578, 12.099], [-11.033, -7.704, 13.492], [-11.691, -7.716, 14.881], [-15.253, -14.221, 19.953], [-17.210, -10.889, 11.204], [-10.806, -7.215, 25.708], [-9.959, -3.027, 16.525], [-14.956, -8.918, 23.788], [-13.475, -12.129, 19.314], [-14.875, -6.587, 14.597], [-11.700, -7.712, 25.307], [-16.495, -15.344, 18.186], [-16.516, -10.186, 16.147], [-11.661, -5.452, 17.953], [-13.038, -8.271, 23.344], [-11.942, -12.207, 15.015], [-14.075, -8.563, 24.188], [-8.105, -4.428, 15.916], [-9.131, -4.962, 15.947], [-11.708, -10.860, 14.834], [-18.185, -9.485, 14.541], [-12.073, -7.405, 12.445], [-12.225, -5.971, 11.937], [-18.135, -11.691, 18.275], [-11.136, -12.905, 14.842], [-11.848, -4.606, 15.035], [-15.935, -13.136, 18.737], [-11.656, -5.833, 10.993], [-19.361, -9.090, 18.911], [-17.719, -9.201, 11.511], [-11.916, -5.165, 12.687], [-13.248, -12.648, 15.271], [-15.132, -13.868, 18.937], [-13.965, -12.212, 22.492], [-14.039, -4.574, 18.230], [-10.235, -7.001, 13.422], [-16.066, -11.166, 22.172], [-10.753, -6.123, 18.408], [-13.969, -11.743, 20.492], [-17.190, -9.236, 14.280], [-14.199, -9.169, 21.535], [-19.311, -10.945, 16.688], [-16.397, -12.901, 22.679], [-16.267, -4.164, 18.313], [-8.962, -5.950, 16.369], [-13.599, -6.932, 18.337], [-13.090, -5.621, 18.204], [-15.036, -15.004, 17.135], [-15.414, -4.884, 18.341], [-18.334, -8.648, 17.080], [-13.762, -13.325, 18.770], [-14.861, -9.307, 15.315]],
  "atomic_forces_ev_per_a": [[0.4469, 0.0359, -0.5672], [-0.0836, 0.1844, -0.8689], [-0.3856, -0.5540, -0.0412], [0.4818, -0.3683, 1.1596], [-0.9964, 0.0689, -0.1220], [-0.5927, 0.6654, 0.5312], [-0.3001, 0.4102, 0.2419], [0.0087, -0.0613, 0.0696], [1.0441, -0.1445, -0.6934], [-0.1966, 0.0381, 0.2500], [0.1558, -0.1333, -0.6443], [0.5228, -0.2744, -0.4728], [-0.2192, -0.3891, -0.3714], [0.1093, 0.5734, 0.6776], [0.4904, 0.0221, -0.2581], [-0.5262, -0.5001, 0.3155], [0.0991, -0.2222, -0.3980], [1.3172, 0.2758, 1.0511], [0.3334, 0.4416, 0.0465], [0.0605, 0.4757, 0.1609], [0.0463, 1.2213, -0.3141], [0.3711, 1.6309, -0.4425], [-0.4573, 0.0968, -0.9251], [-0.2494, -0.3890, 0.0310], [-0.1737, -0.1397, -0.1990], [0.0142, -0.0509, 0.0697], [-0.4306, 1.2083, 0.3795], [-0.9622, -1.0733, 0.5731], [-0.0930, 0.0393, 0.0764], [1.0905, 0.4988, 0.2825], [0.0846, -0.6441, 0.8404], [-0.2750, 0.4157, -0.1810], [-0.7326, -0.1664, 0.6109], [-1.6313, 0.0190, -0.2325], [0.2325, -1.8181, -0.0920], [-1.2825, -0.7816, -3.1778], [-1.1597, -0.3094, 2.0447], [-0.5073, -0.2856, -0.1389], [0.0858, -1.1751, -0.6275], [-0.8071, 0.2396, 0.5771], [1.5237, 0.2067, -0.5623], [-0.0648, 0.7963, -0.4322], [0.2117, -0.4340, 0.4383], [-0.7479, -0.2922, -0.2434], [0.3221, 0.0716, 0.2819], [0.3695, -0.2323, 0.2283], [0.7464, 1.4054, 0.0083], [1.0394, 0.4790, -1.7467], [1.5437, -0.1504, -0.4196], [0.8384, 0.9982, 0.0187], [-0.1508, -1.4644, 0.1411], [2.3886, -0.8680, -0.0299], [1.0244, 0.3729, -0.2899], [-0.1196, -0.0001, -0.2442], [0.8496, -0.0256, 0.7307], [-1.0271, -1.3111, -0.0261], [0.7840, 0.2729, -0.7220], [-1.5500, -0.6922, -0.2723], [-0.2431, -0.9252, -0.3971], [-1.0965, -1.8351, -0.4358], [1.4296, 1.0052, 0.5785], [-0.8798, -0.1021, 0.1652], [-1.1074, -0.7653, 0.7508], [1.4567, -0.3530, 1.2619], [-0.0479, 0.4706, 0.3914], [-0.0938, 0.1425, -0.1285], [-0.2708, -0.5066, -0.0533], [-0.0325, 0.5026, -0.3866], [-1.7988, -0.6772, -0.8737], [1.5738, 0.9203, 0.0791], [-0.0295, 0.8936, 0.1555], [-0.3134, 0.7219, -0.1575], [0.1265, 0.1787, -0.2526], [-0.0776, 0.5587, -0.0251], [1.1822, 1.1405, -0.8577], [0.8549, 0.9131, 0.6883], [-0.7046, 0.3997, -0.8259], [1.5582, -0.1796, 0.3999], [-1.4793, -0.8543, -0.0728], [0.3226, 1.9839, -0.7450], [-0.1049, 1.0430, 1.2313], [-1.1570, -0.2491, 0.8664], [-0.1525, -0.7265, -2.1334], [0.2836, 2.0718, 0.9370], [0.3393, -0.1436, -0.2193], [-0.0119, -0.1580, 0.2339], [0.2676, 0.2108, -0.1920], [0.7239, -0.0848, 0.0965], [-0.4348, 0.2295, 0.5986], [-1.7364, -0.0746, 0.1195], [-0.0209, -0.2098, -0.0048], [0.5856, -1.2161, -0.6591], [-0.6650, -0.9072, 1.2866], [-0.5199, -0.3299, 0.3842], [0.9675, 0.7606, 1.5731], [-1.5960, -2.0175, 0.0946], [0.7832, 0.4937, 0.2157], [-0.3531, -0.2629, -0.1092], [-0.5668, 0.2199, -0.0140], [0.2293, 0.6121, 0.6783], [0.8853, -0.1034, 0.2795], [-0.1842, 0.1069, -0.6391], [0.5789, -1.0899, -0.2037], [0.4528, 1.1128, -0.9963], [1.2036, -0.3403, 0.0637], [-0.3388, -0.0489, -0.1516], [1.8475, 1.1199, 0.4627], [-2.3448, -0.6590, 0.5032], [-0.5650, -0.0178, -0.3904], [-0.2111, -1.0142, 0.0321], [0.2265, 0.0466, -0.0178], [-1.6787, -0.7924, 0.6921], [0.0236, 0.5716, 0.0425]],
  "total_charge": -2,
  "e_homo_ev": -2.9136,
  "gap_ev": 6.56,
  "lumo_energy_ha": 0.134,
  "spin_multiplicity": 1,
  "max_force_ev_per_a": 3.5,
  "energy_ha": -6168.962225
}